Model i:
ORCA calculation (ωB97M-V/def2-TZVPD) on C15H22N4O3S as an isolated structure.

Values from the calculation:
Charge: 0
Gap between HOMO and LUMO in eV: 7.680
Lowest unoccupied orbital energy in Ha: -0.014

```
45
C15H22N4O3S ωB97M-V/def2-TZVPD
C 2.345 2.352 -6.537
C 2.025 2.550 -4.997
O 1.878 1.258 -4.250
C 3.042 0.585 -4.248
C 2.649 -0.337 -3.304
N 3.633 -1.338 -2.958
N 3.262 -2.010 -1.952
C 1.912 -1.847 -1.544
N 1.350 -2.536 -0.549
C 0.187 -2.291 0.287
O 0.035 -3.356 1.040
C -0.582 -1.189 -0.120
H -0.915 -0.838 -1.119
C -1.863 -1.205 0.825
N -1.777 -0.408 1.915
C -0.415 0.421 1.974
O -0.143 1.214 2.902
C 0.189 0.228 0.615
H 1.131 -0.112 0.808
H 0.082 1.044 0.052
C -2.636 -0.499 3.027
H -3.216 -1.101 2.747
C -1.843 -1.230 4.373
H -1.948 -2.194 4.419
C -2.611 -0.616 5.434
C -2.565 1.027 5.086
H -3.201 1.888 5.623
C -3.074 0.737 3.637
H -2.628 1.776 2.926
H -4.147 0.971 3.683
H -1.520 1.336 4.955
H -1.939 -0.498 6.326
H -3.467 -0.753 5.825
H -0.900 -0.886 4.234
H -2.175 -2.102 0.988
H -2.651 -0.863 0.276
H 1.767 -3.385 -0.265
S 1.606 -0.270 -2.135
H 3.378 0.026 -5.228
H 4.152 1.098 -4.032
H 1.245 3.229 -4.810
H 3.235 3.161 -4.717
H 1.568 1.748 -7.082
H 3.261 2.005 -6.873
H 2.282 3.209 -7.259
```



Model ii:
ORCA calculation (ωB97M-V/def2-TZVPD) on one molecule with the formula C15H22N4O3S.

Values from the calculation:
Charge: 0
Gap between HOMO and LUMO in eV: 9.193
Lowest unoccupied orbital energy in Ha: 0.008

```
45
C15H22N4O3S ωB97M-V/def2-TZVPD
C -1.804 -1.227 4.918
C -2.282 -1.605 3.521
C -1.234 -1.353 2.438
H -0.311 -1.878 2.694
H -1.597 -1.752 1.489
C -0.925 0.137 2.243
C -0.011 0.320 1.077
N -0.517 0.068 -0.123
C 0.279 0.199 -1.177
C 1.618 0.603 -1.022
C 2.046 0.839 0.287
N 1.233 0.696 1.333
N 3.331 1.228 0.510
C 4.243 1.403 -0.518
O 5.382 1.749 -0.308
N 3.789 1.163 -1.802
C 2.506 0.765 -2.149
O 2.171 0.573 -3.302
C 4.763 1.353 -2.863
H 4.268 1.131 -3.805
H 5.123 2.381 -2.854
H 5.611 0.685 -2.710
C 3.762 1.469 1.873
H 3.624 0.565 2.464
H 3.165 2.268 2.310
H 4.812 1.750 1.845
S -0.336 -0.130 -2.757
C -2.038 -0.617 -2.291
H -2.462 0.202 -1.713
H -1.977 -1.506 -1.665
C -2.842 -0.906 -3.557
O -4.106 -1.460 -3.293
C -5.040 -0.560 -2.745
H -5.997 -1.077 -2.749
H -5.115 0.349 -3.353
H -4.787 -0.282 -1.716
H -2.939 0.015 -4.152
H -2.320 -1.656 -4.158
H -0.444 0.551 3.127
H -1.858 0.667 2.046
H -2.537 -2.667 3.510
H -3.189 -1.045 3.283
H -2.549 -1.509 5.659
H -0.875 -1.742 5.154
H -1.636 -0.157 4.999
```



Least stable: model i



Model i:
ORCA calculation (ωB97M-V/def2-TZVPD) on one molecule with the formula C4H10NP.

Values from the calculation:
Charge: 0
Gap between HOMO and LUMO in eV: 9.012
Lowest unoccupied orbital energy in Ha: 0.037

```
16
C4H10NP ωB97M-V/def2-TZVPD
C 1.350 -0.169 0.096
C 0.119 -0.635 0.403
C 2.527 -1.086 -0.119
C -1.104 1.591 0.143
N -1.103 0.152 0.429
P -2.449 -0.760 -0.060
H 1.578 0.867 -0.126
H -0.226 -1.561 0.684
H 3.452 -0.603 -0.093
H 2.636 -1.692 0.772
H 2.348 -1.713 -1.016
H -2.205 2.015 0.040
H -0.496 2.195 0.829
H -0.597 1.743 -0.866
H -3.423 0.302 0.303
H -2.407 -0.648 -1.418
```



Model ii:
ORCA calculation (ωB97M-V/def2-TZVPD) on a 2-piece molecular cluster, C4H10NP overall.

Values from the calculation:
Charge: 0
Gap between HOMO and LUMO (alpha / beta) in eV: 7.649 / 7.206
Lowest unoccupied orbital energy (alpha / beta) in Ha: -0.029 / -0.022

```
16
C4H10NP ωB97M-V/def2-TZVPD
C -1.008 1.060 0.872
C -0.160 0.537 -1.548
C -0.342 -1.834 0.359
C 0.064 0.408 -0.062
N 1.304 0.369 0.473
P 2.740 0.152 -0.182
H -1.517 0.227 1.527
H -0.726 1.749 1.650
H -1.881 1.437 0.193
H -1.120 0.161 -2.027
H 0.615 -0.003 -2.010
H 0.015 1.558 -1.597
H -1.421 -2.197 0.039
H 0.411 -2.559 -0.077
H -0.349 -1.538 1.433
H 3.374 0.474 0.956
```



Least stable: model ii



Model i:
ORCA calculation (ωB97M-V/def2-TZVPD) on one molecule with the formula C17H22N2O.

Values from the calculation:
Charge: 0
Gap between HOMO and LUMO in eV: 8.425
Lowest unoccupied orbital energy in Ha: 0.029

```
42
C17H22N2O ωB97M-V/def2-TZVPD
O -3.196 4.181 1.987
C 1.330 -3.162 1.827
C 2.390 -2.708 1.111
C -1.340 2.749 1.071
C -1.702 1.712 1.906
C -1.571 -0.767 2.460
C -0.886 -1.991 2.567
C 0.240 0.213 1.327
C -1.021 0.371 1.874
C 0.389 -2.091 1.995
C 0.943 -1.003 1.372
N 2.165 -1.353 0.818
N 3.129 0.569 -2.288
C -1.949 4.150 1.243
C 2.282 1.291 -3.258
C 4.482 0.221 -2.745
C -3.019 3.487 3.212
C -2.777 1.976 2.945
C 3.044 -0.525 -0.049
C 2.448 -0.435 -1.440
H 1.179 -4.171 2.207
H 3.285 -3.309 0.873
H -0.535 2.642 0.378
H -2.523 -0.722 2.939
H -1.295 -2.864 3.025
H 0.645 1.039 0.772
H -2.140 4.573 0.266
H -1.207 4.759 1.786
H 2.688 2.302 -3.393
H 2.244 0.764 -4.193
H 1.262 1.398 -2.859
H 4.974 1.157 -3.050
H 4.422 -0.509 -3.584
H 5.031 -0.187 -1.897
H -2.139 3.882 3.778
H -3.904 3.670 3.809
H -2.493 1.463 3.868
H -3.703 1.529 2.600
H 4.004 -0.983 -0.152
H 3.160 0.488 0.389
H 1.405 -0.169 -1.334
H 2.485 -1.410 -1.938
```



Model ii:
ORCA calculation (ωB97M-V/def2-TZVPD) on one molecule with the formula C17H22N2O.

Values from the calculation:
Charge: 0
Gap between HOMO and LUMO in eV: 8.617
Lowest unoccupied orbital energy in Ha: 0.027

```
42
C17H22N2O ωB97M-V/def2-TZVPD
C -2.016 -2.226 -1.385
N -3.119 -1.942 -0.488
C -3.889 -0.806 -0.952
H -4.326 -1.056 -1.918
H -3.277 0.100 -1.070
H -4.698 -0.596 -0.250
C -2.746 -1.867 0.905
C -1.816 -0.710 1.327
O -0.531 -0.960 0.805
C 0.449 0.048 0.975
C 0.004 1.362 0.358
N -0.769 1.266 -0.713
C -1.174 2.362 -1.325
C -0.822 3.641 -0.908
C -0.013 3.750 0.204
C 0.413 2.601 0.854
H 1.056 2.670 1.714
H 0.294 4.723 0.570
H -1.176 4.514 -1.432
H -1.809 2.207 -2.187
C 1.681 -0.472 0.236
C 2.564 0.378 -0.412
C 3.688 -0.138 -1.040
C 3.943 -1.498 -1.022
C 3.067 -2.346 -0.370
C 1.948 -1.836 0.253
H 1.258 -2.494 0.761
H 3.262 -3.406 -0.351
H 4.817 -1.893 -1.520
H 4.365 0.525 -1.554
H 2.378 1.439 -0.439
C 0.820 0.206 2.466
H 1.779 0.703 2.569
H 0.057 0.762 3.004
H 0.905 -0.790 2.902
H -2.213 0.244 0.963
H -1.792 -0.680 2.430
H -3.661 -1.790 1.494
H -2.248 -2.809 1.159
H -1.324 -1.381 -1.493
H -1.469 -3.086 -1.004
H -2.429 -2.477 -2.367
```



Least stable: model i



Model i:
ORCA calculation (ωB97M-V/def2-TZVPD) on a 2-piece molecular cluster, C7H7ClS overall.

Values from the calculation:
Charge: 0
Gap between HOMO and LUMO in eV: 7.686
Lowest unoccupied orbital energy in Ha: -0.044

```
16
C7H7ClS ωB97M-V/def2-TZVPD
C 1.383 1.647 1.398
C 0.264 2.219 0.796
C 1.647 0.245 1.254
C -0.628 1.487 0.123
C 0.640 -0.532 0.635
C -0.475 0.120 0.002
C -1.520 -0.602 -0.619
S -1.414 -2.214 -0.880
Cl 0.002 -4.359 -3.653
H 1.968 2.249 2.013
H -0.004 3.255 0.902
H 2.294 -0.314 1.750
H -1.500 2.119 -0.156
H 0.608 -1.599 0.577
H -2.376 -0.239 -1.053
H -0.888 -3.483 -3.089
```



Model ii:
ORCA calculation (ωB97M-V/def2-TZVPD) on one molecule with the formula C7H7ClS.

Values from the calculation:
Charge: 0
Gap between HOMO and LUMO (alpha / beta) in eV: 7.255 / 8.172
Lowest unoccupied orbital energy (alpha / beta) in Ha: -0.019 / -0.010

```
16
C7H7ClS ωB97M-V/def2-TZVPD
C -1.621 -0.822 -0.867
C -0.391 -1.212 -1.233
C -1.294 0.720 1.043
C -2.022 0.078 0.188
C 0.916 -0.855 -0.681
C 1.155 0.039 0.440
C 1.905 1.280 0.674
S 1.378 -1.562 1.012
Cl -3.833 0.277 0.217
H -2.451 -1.227 -1.430
H -0.326 -1.910 -2.059
H -1.448 1.383 1.861
H 1.731 -0.998 -1.391
H 1.673 1.683 1.658
H 1.643 2.026 -0.076
H 2.983 1.098 0.643
```



Least stable: model ii



Model i:
ORCA calculation (ωB97M-V/def2-TZVPD) on one molecule with the formula C5H12S2.

Values from the calculation:
Charge: 0
Gap between HOMO and LUMO in eV: 9.505
Lowest unoccupied orbital energy in Ha: 0.033

```
19
C5H12S2 ωB97M-V/def2-TZVPD
C -0.560 -2.818 -0.392
C 0.208 -2.592 -1.714
C -0.705 -1.609 0.552
S -0.885 -0.034 -0.425
S -0.477 1.402 0.928
C 1.271 1.898 1.157
C 1.846 2.733 0.024
H -1.528 -3.202 -0.706
H 0.054 -3.540 0.150
H 0.778 -3.450 -2.074
H -0.464 -2.403 -2.555
H 0.877 -1.741 -1.615
H 0.183 -1.520 1.165
H -1.686 -1.740 0.997
H 1.909 1.012 1.231
H 1.390 2.380 2.126
H 1.665 2.398 -0.993
H 1.479 3.763 0.092
H 2.930 2.848 0.137
```



Model ii:
ORCA calculation (ωB97M-V/def2-TZVPD) on a 3-piece molecular cluster, C5H12S2 overall.

Values from the calculation:
Charge: 0
Gap between HOMO and LUMO in eV: 9.485
Lowest unoccupied orbital energy in Ha: 0.028

```
19
C5H12S2 ωB97M-V/def2-TZVPD
C 0.832 2.436 0.209
C 2.998 1.052 0.782
C -0.882 -1.312 -0.171
C -1.189 -1.664 1.025
C 2.212 1.669 -0.084
S -3.925 -3.455 -1.198
S 2.604 1.659 -1.794
H 1.104 3.214 0.932
H 0.282 2.691 -0.809
H 0.283 1.575 0.740
H 2.724 1.236 1.843
H -3.151 -2.664 -0.468
H 3.854 0.568 0.396
H -1.425 -1.627 -0.987
H 0.114 -0.774 -0.262
H -0.497 -1.583 1.852
H -2.157 -2.014 1.342
H -5.120 -2.735 -1.198
H 1.339 1.726 -2.149
```



Least stable: model ii



Model i:
ORCA calculation (ωB97M-V/def2-TZVPD) on C50H46CsN2O3PTe as an isolated structure.

Values from the calculation:
Charge: 0
Gap between HOMO and LUMO in eV: 7.121
Lowest unoccupied orbital energy in Ha: 0.005

```
104
C50H46CsN2O3PTe ωB97M-V/def2-TZVPD
Cs -0.756 0.782 1.390
N -0.571 3.048 4.056
C 0.237 4.139 4.391
C -0.209 5.102 5.295
C 0.573 6.204 5.592
C 1.818 6.362 4.997
C 2.258 5.415 4.087
C 1.481 4.307 3.758
P 1.990 3.050 2.527
C 3.783 3.328 2.353
C 4.620 2.475 3.070
C 5.998 2.626 3.017
C 6.554 3.625 2.231
C 5.729 4.474 1.505
C 4.351 4.329 1.567
C 1.309 3.751 0.975
C 0.220 4.620 0.971
C -0.336 5.052 -0.227
C 0.199 4.636 -1.436
C 1.287 3.772 -1.442
C 1.825 3.316 -0.248
H -1.339 2.860 4.683
H -0.026 2.209 3.907
H -1.174 4.972 5.771
H 0.212 6.937 6.302
H 2.437 7.216 5.236
H 3.227 5.539 3.620
H 4.183 1.685 3.671
H 6.637 1.959 3.581
H 7.629 3.739 2.180
H 6.161 5.253 0.890
H 3.713 4.995 0.999
H -0.197 4.967 1.908
H -1.184 5.725 -0.210
H -0.229 4.977 -2.370
H 1.714 3.444 -2.382
H 2.653 2.616 -0.270
C 0.549 -5.137 -3.578
C 0.026 -4.194 -2.527
C -1.284 -4.246 -2.079
C -1.777 -3.403 -1.081
C -3.164 -3.580 -0.579
O -3.437 -3.603 0.607
C -4.243 -3.859 -1.589
C -5.325 -4.654 -1.224
C -6.347 -4.897 -2.127
C -6.305 -4.329 -3.395
C -5.239 -3.518 -3.757
C -4.206 -3.291 -2.858
C -0.948 -2.406 -0.498
O -1.340 -1.576 0.394
C 0.391 -2.343 -0.999
C 0.852 -3.216 -1.962
C 1.291 -1.319 -0.382
N 1.349 -0.095 -0.735
C 0.473 0.369 -1.802
C 1.221 0.420 -3.124
Te 0.112 1.400 -4.662
C -0.864 -0.294 -5.444
C -1.442 -0.156 -6.705
C -2.119 -1.216 -7.286
C -2.210 -2.433 -6.623
C -1.628 -2.574 -5.374
C -0.966 -1.507 -4.775
C 2.122 -1.742 0.784
C 1.870 -2.956 1.420
C 2.604 -3.329 2.537
C 3.607 -2.501 3.019
C 3.868 -1.291 2.386
C 3.126 -0.910 1.281
H -0.237 -5.812 -3.919
H 1.369 -5.751 -3.200
H 0.921 -4.596 -4.452
H -1.951 -4.995 -2.496
H -5.348 -5.074 -0.227
H -7.180 -5.528 -1.845
H -7.107 -4.516 -4.098
H -5.206 -3.061 -4.738
H -3.376 -2.656 -3.138
H 1.889 -3.149 -2.282
H 0.151 1.384 -1.548
H -0.427 -0.246 -1.899
H 1.469 -0.581 -3.479
H 2.154 0.974 -3.018
H -1.359 0.780 -7.245
H -2.564 -1.093 -8.265
H -2.726 -3.268 -7.080
H -1.687 -3.514 -4.841
H -0.541 -1.651 -3.787
H 1.088 -3.602 1.041
H 2.395 -4.271 3.027
H 4.188 -2.798 3.883
H 4.657 -0.646 2.751
H 3.317 0.033 0.785
C -2.047 -1.831 3.600
C -2.852 -0.588 3.828
C -4.345 -0.736 3.729
O -2.328 0.496 4.024
H -2.478 -2.680 4.131
H -1.010 -1.683 3.900
H -2.092 -2.071 2.529
H -4.698 -1.399 4.521
H -4.594 -1.219 2.781
H -4.835 0.231 3.810
```



Model ii:
ORCA calculation (ωB97M-V/def2-TZVPD) on C50H46CsN2O3PTe as an isolated structure.

Values from the calculation:
Charge: 0
Gap between HOMO and LUMO in eV: 7.009
Lowest unoccupied orbital energy in Ha: 0.004

```
104
C50H46CsN2O3PTe ωB97M-V/def2-TZVPD
Cs -0.232 -0.392 -2.450
N 3.367 0.208 -0.817
C 4.164 1.330 -1.064
C 5.548 1.183 -1.182
C 6.352 2.267 -1.481
C 5.797 3.526 -1.663
C 4.425 3.676 -1.556
C 3.590 2.598 -1.270
P 1.777 2.742 -1.163
C 1.494 4.529 -0.951
C 1.195 4.974 0.335
C 0.980 6.321 0.584
C 1.046 7.236 -0.455
C 1.329 6.803 -1.744
C 1.553 5.458 -1.990
C 1.279 2.487 -2.907
C -0.068 2.697 -3.214
C -0.554 2.467 -4.489
C 0.304 2.003 -5.481
C 1.640 1.781 -5.186
C 2.130 2.024 -3.906
H 3.900 -0.571 -0.455
H 2.565 0.381 -0.220
H 5.991 0.205 -1.031
H 7.423 2.130 -1.561
H 6.424 4.380 -1.882
H 3.984 4.655 -1.692
H 1.123 4.257 1.145
H 0.748 6.653 1.588
H 0.868 8.287 -0.265
H 1.374 7.515 -2.558
H 1.765 5.123 -2.999
H -0.746 3.038 -2.437
H -1.601 2.641 -4.702
H -0.071 1.825 -6.481
H 2.313 1.432 -5.959
H 3.178 1.859 -3.690
C -3.842 0.642 4.310
C -3.305 0.304 2.945
C -4.026 0.570 1.792
C -3.549 0.266 0.513
C -4.335 0.605 -0.692
O -3.836 0.881 -1.772
C -5.836 0.599 -0.587
C -6.555 1.518 -1.347
C -7.939 1.513 -1.324
C -8.618 0.570 -0.564
C -7.908 -0.363 0.178
C -6.521 -0.343 0.174
C -2.269 -0.341 0.367
O -1.781 -0.699 -0.753
C -1.509 -0.567 1.557
C -2.038 -0.267 2.798
C -0.111 -1.060 1.374
N 0.943 -0.486 1.802
C 0.953 0.803 2.461
C 1.886 0.768 3.656
Te 1.192 -0.365 5.339
C 1.501 -2.281 4.515
C 0.416 -3.078 4.168
C 0.617 -4.346 3.649
C 1.905 -4.826 3.463
C 2.993 -4.036 3.806
C 2.791 -2.770 4.342
C 0.099 -2.283 0.490
C 1.300 -2.405 -0.093
C 1.706 -3.240 -1.239
C -0.016 -5.169 -0.976
C -1.108 -4.318 -0.391
C -1.053 -3.155 0.257
H -4.871 0.997 4.244
H -3.254 1.424 4.796
H -3.834 -0.226 4.972
H -4.996 1.045 1.886
H -6.009 2.229 -1.954
H -8.492 2.242 -1.903
H -9.700 0.560 -0.554
H -8.435 -1.109 0.760
H -5.965 -1.068 0.754
H -1.444 -0.466 3.687
H -0.029 1.187 2.743
H 1.373 1.511 1.730
H 2.039 1.774 4.052
H 2.860 0.366 3.379
H -0.592 -2.703 4.295
H -0.238 -4.954 3.377
H 2.063 -5.819 3.057
H 4.001 -4.409 3.670
H 3.641 -2.163 4.629
H 2.045 -1.700 0.237
H 2.743 -3.090 -1.532
H -0.492 -5.854 -1.687
H -2.089 -4.781 -0.442
H -1.982 -2.793 0.678
C 0.614 -6.019 0.141
C 1.093 -4.470 -1.740
C 1.930 -5.376 -2.612
O 0.813 -3.224 -2.390
H 1.281 -6.785 -0.255
H -0.164 -6.516 0.722
H 1.180 -5.375 0.817
H 2.393 -6.184 -2.046
H 2.714 -4.799 -3.101
H 1.300 -5.820 -3.386
```



Least stable: model ii